# 1
This record from the OMol25 dataset describes 3 unconnected molecules or ions with the total composition C3H15N2O2S. The level of theory is wB97M-V/def2-TZVPD.

Values from the calculation:
Energy above the lowest of the compared OMol25 structures with the same formula, charge and spin (eV): 0.2342
Net charge: +1
LUMO energy (eV): -2.822
HOMO-LUMO gap (eV): 10.25

The geometry in XYZ format:
```
23
Properties=species:S:1:pos:R:3:forces:R:3:lowdin_charge:R:1
N -0.82825 0.42708 -0.07247 0.59 -0.28 -0.58 0.19
C 0.18282 -0.38233 0.69150 1.38 1.37 0.40 -0.36
C 1.51150 -0.44561 -0.05541 0.19 0.37 0.20 -0.53
S 1.46062 -0.66951 -1.84328 -0.01 -0.10 -0.02 0.77
C 0.38813 0.32492 2.04330 -1.24 -0.90 1.00 -0.21
N -0.78460 -0.08253 2.88256 0.95 0.27 -0.78 0.02
H -1.52423 0.88910 0.50405 -0.18 -0.30 0.23 0.16
H -0.36903 1.15452 -0.64311 0.11 0.27 0.18 0.09
H -1.30442 -0.18294 -0.72838 -0.46 -0.14 0.08 0.11
H -0.14610 -1.39883 0.88309 -0.59 0.23 -0.13 0.14
H 2.08176 0.47892 0.07084 -0.23 0.17 -0.04 0.08
H 2.10507 -1.17465 0.48871 0.15 -0.36 -0.35 0.09
H 1.02986 -1.93532 -1.87191 -0.03 -0.11 0.02 -0.13
H 0.52415 1.41059 2.00340 -0.17 -0.02 -0.55 0.13
H 1.28658 -0.02085 2.56258 -0.04 -0.26 -0.39 0.13
H -1.50785 0.61915 2.95648 0.20 0.05 0.39 0.07
H -0.42295 -0.36499 3.77469 -0.49 0.11 0.50 0.07
H 0.16697 3.69773 -1.28259 -0.04 0.33 0.21 0.06
H 0.46633 2.65981 -2.34201 0.01 -0.08 -0.20 0.06
O -0.02064 2.79042 -1.52337 0.07 -0.39 -0.02 -0.04
H -2.42141 -2.27917 0.45927 -0.20 0.12 0.20 0.06
H -2.86055 -1.88243 -0.92300 -0.39 -0.15 -0.33 0.06
O -2.76235 -1.52470 -0.03904 0.42 -0.17 -0.01 -0.04
```
Positions in Å, forces in eV/Å.

***

# 2
This record from the OMol25 dataset describes 3 unconnected molecules or ions with the total composition C3H15N2O3. The level of theory is wB97M-V/def2-TZVPD.

Values from the calculation:
Energy above the lowest of the compared OMol25 structures with the same formula, charge and spin (eV): 3.8956
2S+1: 2
<S²>: 0.75
LUMO energy (spin up / spin down) (eV): 0.467 / 0.358
HOMO-LUMO gap (spin up / spin down) (eV): 3.08 / 10.24

The geometry in XYZ format:
```
23
Properties=species:S:1:pos:R:3:forces:R:3:mulliken_spin:R:1
N -1.01268 0.77435 0.95166 3.75 0.87 6.62 0.61
C 0.48044 0.31293 1.41070 -0.20 -1.93 -1.64 1.62
C 0.41371 -0.43748 2.79410 3.02 -1.82 -2.11 -0.10
O -0.24591 0.43722 3.55961 -0.42 2.00 4.20 -0.68
C 0.93290 -0.73620 0.35484 -0.64 1.52 -0.55 -0.08
N 1.09757 -0.00304 -0.97096 -0.71 -2.49 -0.45 0.13
H -1.54865 0.48765 1.82577 -0.07 0.38 -1.83 -0.17
H -1.17646 0.50684 0.04368 -1.30 -1.38 -2.71 -0.23
H -0.92947 1.82366 0.90898 -0.36 0.21 0.21 -0.09
H 1.25390 1.26357 1.33873 -2.17 -2.00 0.52 0.28
H 1.56958 -0.73572 3.04290 -2.30 1.29 -0.11 -0.06
H -0.05225 -1.49196 2.85559 0.29 1.50 -0.81 0.05
H 0.22427 0.69983 4.41155 -0.79 -0.54 -1.53 0.19
H 1.90803 -0.97823 0.67810 1.26 -0.85 0.50 -0.04
H 0.31174 -1.69885 0.31521 0.68 1.66 -0.10 -0.08
H 2.08082 0.29534 -1.05574 -0.64 -0.37 -0.10 -0.22
H 0.87892 -0.74946 -1.70677 0.78 1.68 0.91 0.06
H -1.39757 -1.99050 -4.89606 1.73 1.75 0.03 -0.01
H -1.02559 -0.95379 -5.96431 0.95 -0.31 2.10 -0.01
O -0.72981 -1.22462 -5.02647 -2.69 -1.43 -2.08 0.03
H -0.36513 1.72312 -1.23469 -1.07 -0.16 -0.18 -0.04
H -1.32602 1.13141 -2.26519 -0.19 0.36 0.67 0.02
O -1.34233 1.54394 -1.37123 1.09 0.06 -1.55 -0.19
```
Positions in Å, forces in eV/Å.